[1]
A cluster of 2 separate species, C6H13NO in total. Source: the OMol25 dataset; level of theory: ωB97M-V with the def2-TZVPD basis set.

CARTESIAN COORDINATES (ANGSTROEM)
C (1.139, -2.050, -2.251)
C (1.467, -0.762, -2.179)
C (1.165, 0.188, -1.094)
C (0.353, -0.098, -0.067)
C (-0.143, 1.052, 0.783)
C (-1.392, 1.731, 0.159)
N (-2.704, 1.250, 0.570)
H (0.440, -2.503, -1.563)
H (1.599, -2.734, -2.952)
H (2.093, -0.357, -2.963)
H (1.702, 1.126, -1.111)
H (0.093, -1.095, 0.258)
H (-0.377, 0.691, 1.782)
H (0.605, 1.830, 0.920)
H (-1.397, 1.604, -0.924)
H (-1.270, 2.795, 0.317)
H (-2.746, 0.249, 0.417)
H (-2.878, 1.419, 1.555)
O (0.358, -1.446, 2.685)
H (0.768, -1.347, 3.552)
H (1.125, -1.542, 2.109)

Cartesian forces (eV/Å) of the 2 atoms listed first:
C -0.078 -0.105 0.174
C 0.789 -0.001 0.159

## Properties
Highest occupied orbital energy in eV: -8.4
Energy in eV: -9968.6043
Maximum force in eV/Å: 1.9
E_LUMO in hartree: 0.023
Orbital gap in eV: 9.0
SMILES: C=C/C=C/CCN.O


[2]
An isolated molecule of C4H8O2. Source: the OMol25 dataset; level of theory: ωB97M-V with the def2-TZVPD basis set.

CARTESIAN COORDINATES (ANGSTROEM)
C (1.877, -0.168, -0.811)
C (0.478, -0.278, -0.317)
O (-0.489, -0.323, -1.138)
C (-1.817, -0.442, -0.824)
C (-0.535, 0.729, 1.538)
O (0.260, -0.348, 1.002)
H (2.424, 0.569, -0.213)
H (1.889, 0.131, -1.861)
H (2.411, -1.122, -0.717)
H (-0.373, 1.637, 0.953)
H (-2.365, -0.669, -1.729)
H (-1.982, -1.082, 0.040)
H (-1.597, 0.486, 1.522)
H (-0.180, 0.880, 2.556)

Cartesian forces (eV/Å) of the 2 atoms listed first:
C 0.016 0.002 -0.023
C 0.150 0.066 0.036

## Properties
Highest occupied orbital energy (alpha / beta) in eV: -6.5 / -6.9
Energy in eV: -8368.7680
Maximum force in eV/Å: 0.3
E_LUMO (alpha / beta) in hartree: 0.030 / 0.032
Orbital gap (alpha / beta) in eV: 7.4 / 7.8


[3]
A cluster of 3 separate species, C22H44BNO12P2S in total. Source: the OMol25 dataset; level of theory: ωB97M-V with the def2-TZVPD basis set.

CARTESIAN COORDINATES (ANGSTROEM)
C (0.403, -1.410, 1.748)
C (0.452, -2.285, 0.479)
C (-0.073, -1.593, -0.794)
C (-0.785, -2.667, -1.652)
C (0.077, -3.892, -1.844)
O (-0.095, -4.905, -1.216)
O (1.064, -3.809, -2.760)
O (0.984, -1.092, -1.629)
C (1.080, 0.303, -1.795)
S (1.093, 1.199, -0.183)
C (-0.018, 0.770, -2.804)
C (-1.302, 1.345, -2.245)
C (-1.422, 2.630, -1.730)
C (-2.630, 3.080, -1.233)
C (-3.771, 2.294, -1.236)
C (-5.079, 2.769, -0.657)
C (-3.670, 1.018, -1.779)
C (-2.458, 0.571, -2.273)
C (2.486, 0.539, -2.435)
N (2.684, 1.919, -2.933)
B (3.595, 0.286, -1.266)
C (3.814, -1.079, -0.525)
O (4.383, 1.356, -0.872)
H (1.310, -0.809, 1.799)
H (-0.404, -0.685, 1.626)
H (0.268, -2.015, 2.638)
H (-0.164, -3.161, 0.676)
H (1.460, -2.631, 0.245)
H (-0.846, -0.869, -0.533)
H (-0.986, -2.233, -2.636)
H (-1.753, -2.911, -1.222)
H (1.261, -2.881, -2.956)
H (1.480, 2.411, -0.601)
H (-0.304, -0.127, -3.356)
H (0.364, 1.470, -3.544)
H (-0.543, 3.261, -1.693)
H (-2.703, 4.074, -0.805)
H (-4.859, 3.548, 0.074)
H (-5.545, 1.964, -0.088)
H (-5.781, 3.119, -1.412)
H (-4.525, 0.355, -1.821)
H (-2.399, -0.432, -2.681)
H (2.689, -0.199, -3.219)
H (2.729, 1.887, -3.942)
H (1.947, 2.549, -2.652)
H (3.228, -1.913, -0.900)
H (4.867, -1.359, -0.470)
H (3.493, -0.926, 0.513)
H (4.978, 1.623, -1.578)
C (-7.964, 4.653, 2.943)
O (-6.535, 4.875, 2.986)
P (-6.018, 6.120, 3.917)
O (-5.050, 6.828, 3.059)
O (-5.303, 5.218, 5.047)
C (-4.830, 3.898, 4.809)
O (-6.571, 7.135, 5.021)
C (-6.181, 8.512, 4.921)
H (-8.151, 3.813, 2.279)
H (-8.347, 4.407, 3.937)
H (-8.480, 5.536, 2.563)
H (-4.124, 3.876, 3.979)
H (-5.655, 3.212, 4.624)
H (-4.318, 3.576, 5.714)
H (-6.495, 8.950, 3.977)
H (-5.105, 8.602, 5.039)
H (-6.680, 9.032, 5.737)
C (8.523, -5.285, -1.098)
O (7.455, -5.101, -0.146)
P (5.923, -5.440, -0.622)
O (5.145, -4.278, -0.158)
O (5.740, -6.755, 0.295)
C (6.482, -6.988, 1.485)
O (5.143, -6.135, -1.830)
C (3.958, -5.488, -2.323)
H (9.453, -5.003, -0.611)
H (8.592, -6.331, -1.407)
H (8.371, -4.654, -1.975)
H (6.364, -6.166, 2.191)
H (7.537, -7.151, 1.266)
H (6.085, -7.896, 1.935)
H (4.173, -4.485, -2.683)
H (3.197, -5.459, -1.549)
H (3.592, -6.087, -3.154)

Cartesian forces (eV/Å) of the 2 atoms listed first:
C 0.406 0.269 -1.030
C -0.180 0.536 0.263

## Properties
Highest occupied orbital energy in eV: -8.7
Energy in eV: -79679.7868
Maximum force in eV/Å: 5.5
E_LUMO in hartree: 0.012
Orbital gap in eV: 9.0
SMILES: CC[C@H](CC(=O)O)O[C@](S)(Cc1ccc(C)cc1)[C@@H](N)B(C)O.COP(=O)(OC)OC.COP(=O)(OC)OC


[4]
A structure of composition C9H21ClI2N2OPSSc. Source: the OMol25 dataset; level of theory: ωB97M-V with the def2-TZVPD basis set.

CARTESIAN COORDINATES (ANGSTROEM)
I (2.322, 2.486, 0.906)
I (1.499, -2.488, -0.501)
Sc (1.099, 0.057, 0.418)
P (-0.333, -0.165, -2.397)
C (0.210, -0.178, -4.133)
C (-1.608, -1.485, -2.525)
H (-2.049, 1.305, -1.540)
H (-2.066, 1.198, -3.341)
H (-0.838, 2.194, -2.494)
C (-1.440, 1.284, -2.447)
H (-2.253, -1.455, -1.640)
H (-2.191, -1.279, -3.433)
H (-0.649, -0.386, -4.786)
H (0.966, -0.958, -4.268)
H (-1.125, -2.464, -2.594)
H (0.650, 0.787, -4.399)
C (2.025, 0.696, -1.669)
O (2.678, 1.172, -2.499)
Cl (-1.110, 0.637, 1.013)
C (0.730, 2.229, 6.486)
C (0.041, 1.670, 5.249)
N (1.008, 1.051, 4.315)
C (0.938, -0.213, 3.913)
S (2.030, -0.827, 2.721)
N (-0.023, -1.028, 4.474)
C (0.233, -1.598, 5.827)
C (-1.067, -2.224, 6.288)
H (1.487, 1.525, 6.848)
H (0.009, 2.413, 7.288)
H (1.224, 3.177, 6.247)
H (-0.694, 0.893, 5.484)
H (-0.493, 2.462, 4.711)
H (1.638, 1.660, 3.782)
H (-0.264, -1.771, 3.811)
H (1.018, -2.375, 5.767)
H (0.575, -0.794, 6.494)
H (-1.358, -3.041, 5.622)
H (-0.936, -2.634, 7.288)
H (-1.889, -1.501, 6.318)

Cartesian forces (eV/Å) of the 2 atoms listed first:
I 0.202 -0.287 0.583
I -0.206 0.166 -0.493

## Properties
Charge: +2
Highest occupied orbital energy (alpha / beta) in eV: -15.7 / -15.9
Energy in eV: -84236.8056
Maximum force in eV/Å: 4.9
E_LUMO (alpha / beta) in hartree: -0.394 / -0.383
Orbital gap (alpha / beta) in eV: 4.9 / 5.5